(1)
{
  "formula": "C39H25Br3F4N2OPPdS",
  "method": "the ωB97M-V functional and the def2-TZVPD basis",
  "elements": ["Pd", "F", "C", "C", "F", "C", "F", "C", "P", "C", "C", "C", "C", "C", "C", "C", "C", "C", "C", "C", "C", "C", "Br", "C", "F", "H", "H", "H", "H", "H", "H", "H", "H", "H", "H", "Br", "C", "C", "C", "Br", "C", "C", "C", "C", "N", "C", "C", "O", "H", "H", "H", "H", "N", "S", "C", "C", "C", "C", "C", "C", "C", "C", "C", "C", "C", "C", "H", "H", "H", "H", "H", "H", "H", "H", "H", "H", "H"],
  "positions_angstrom": [[-0.1871, 0.3756, 0.3667], [4.6467, -5.0433, -0.1502], [4.1108, -3.8458, -0.1098], [4.8113, -2.7342, -0.5864], [6.0269, -2.8555, -1.0733], [4.2173, -1.4731, -0.5367], [4.9367, -0.4302, -0.9406], [2.9257, -1.2837, -0.0465], [2.1537, 0.3799, 0.0412], [2.6956, 0.8438, 1.7253], [4.0391, 1.0411, 2.0441], [4.3937, 1.3286, 3.3521], [3.4280, 1.4016, 4.3433], [2.0900, 1.2027, 4.0298], [1.7185, 0.9247, 2.7276], [2.8952, 1.2220, -1.3793], [2.5167, 0.6741, -2.6132], [3.1303, 1.1027, -3.7719], [4.1036, 2.0930, -3.7087], [4.4504, 2.6643, -2.4896], [3.8389, 2.2457, -1.3190], [2.2625, -2.3988, 0.4624], [0.5638, -2.1795, 1.3048], [2.8345, -3.6633, 0.4361], [2.1564, -4.6859, 0.9350], [4.8030, 0.9629, 1.2843], [5.4319, 1.4803, 3.6017], [3.7139, 1.6088, 5.3626], [1.3378, 1.2535, 4.8015], [0.6492, 0.7634, 2.4884], [1.7734, -0.1161, -2.6426], [2.8631, 0.6570, -4.7171], [4.5899, 2.4162, -4.6155], [5.2129, 3.4304, -2.4513], [4.1472, 2.6666, -0.3738], [-4.7514, 2.7109, 0.0746], [-3.1545, 3.6821, 0.0601], [-3.1580, 5.0580, -0.0611], [-1.9772, 5.7805, 0.0256], [-2.0517, 7.6500, -0.1880], [-0.7344, 5.1138, 0.2692], [0.4800, 5.7805, 0.4969], [1.6071, 5.0361, 0.7567], [1.5152, 3.6430, 0.7858], [0.3936, 2.9881, 0.5658], [-0.7223, 3.6973, 0.3278], [-1.9448, 2.9285, 0.1917], [-1.9398, 1.6733, 0.2196], [-4.0893, 5.5848, -0.2197], [0.5196, 6.8596, 0.4853], [2.5474, 5.5219, 0.9555], [2.3892, 3.0543, 1.0184], [-2.0483, -1.0443, -0.1260], [-2.5213, -2.1692, -1.1498], [-4.2932, -1.9379, -1.3818], [-5.0836, -3.0298, -1.7285], [-6.4443, -2.8399, -1.8914], [-7.0060, -1.5785, -1.7135], [-6.1979, -0.4879, -1.4073], [-4.8323, -0.6612, -1.2712], [-2.5029, -3.7370, -0.1502], [-1.7882, -4.8160, -0.6282], [-1.8720, -6.0187, 0.0650], [-2.6386, -6.0983, 1.2156], [-3.3262, -4.9917, 1.6830], [-3.2603, -3.7824, 1.0055], [-2.7931, -0.5061, 0.3187], [-4.6533, -4.0109, -1.8520], [-7.0701, -3.6782, -2.1563], [-8.0693, -1.4378, -1.8404], [-6.6188, 0.4998, -1.2915], [-4.1969, 0.1927, -1.0911], [-1.2026, -4.7532, -1.5328], [-1.3430, -6.8817, -0.3095], [-2.7040, -7.0372, 1.7485], [-3.9305, -5.0542, 2.5753], [-3.8142, -2.9290, 1.3635]],
  "spin_multiplicity": 5,
  "total_charge": 3,
  "e_above_lowest_ev": 0.689,
  "homo_lumo_gap_ev": [8.0, 5.0],
  "homo_ev": [-15.9, -16.5],
  "total_energy_ev": -290447.672
}

---

(2)
{
  "formula": "C39H26F13NO2",
  "method": "the ωB97M-V functional and the def2-TZVPD basis",
  "elements": ["C", "C", "C", "C", "C", "C", "C", "C", "C", "C", "F", "F", "C", "F", "F", "C", "F", "F", "C", "F", "F", "F", "C", "O", "N", "C", "O", "H", "H", "H", "H", "H", "H", "F", "C", "C", "C", "C", "C", "C", "H", "H", "H", "H", "H", "F", "C", "C", "C", "C", "C", "C", "H", "H", "H", "H", "H", "F", "C", "C", "C", "C", "C", "C", "H", "H", "H", "H", "H", "F", "C", "C", "C", "C", "C", "C", "H", "H", "H", "H", "H"],
  "positions_angstrom": [[0.3747, -4.8018, 1.7857], [0.6039, -3.7318, 1.0419], [0.9386, -2.4260, 0.1206], [1.7946, -1.3586, 0.9631], [2.7833, -1.9269, 2.0897], [3.6868, -0.9694, 3.0015], [3.5857, 0.5674, 2.6937], [2.6414, 1.1190, 1.5510], [1.7062, 0.2171, 0.6732], [0.7857, 0.8732, -0.4509], [1.0043, 0.0704, -1.6630], [1.1277, 2.2146, -0.8254], [-0.8039, 0.8386, -0.1904], [-1.3414, 2.1001, -0.6959], [-1.5071, -0.1813, -0.9645], [-1.2869, 0.6627, 1.3303], [-2.7395, 0.8312, 1.3060], [-1.1003, -0.6834, 1.8595], [-0.7382, 1.7606, 2.3815], [-1.8822, 2.2521, 3.1385], [0.0840, 1.0823, 3.3425], [-0.1396, 2.9160, 1.7970], [2.9545, 2.6799, 1.6218], [3.0630, 3.6207, 0.7859], [3.2310, 2.9012, 3.0930], [4.2956, 1.8581, 3.3448], [5.4227, 1.9816, 3.9161], [-0.0833, -5.8229, 2.0912], [-0.0791, -2.0527, -0.2548], [1.5713, -2.8479, -0.7597], [2.8978, -3.0606, 2.3054], [4.3901, -1.3406, 3.8254], [3.8552, 3.7442, 3.0017], [-9.2758, 0.3662, 4.2042], [-8.2132, 0.3145, 3.3859], [-8.1507, -0.6710, 2.4116], [-7.0513, -0.7217, 1.5596], [-6.0215, 0.2074, 1.6988], [-6.0923, 1.1897, 2.6837], [-7.1968, 1.2475, 3.5287], [-8.9558, -1.3885, 2.3241], [-6.9962, -1.4839, 0.7890], [-5.1620, 0.1646, 1.0365], [-5.2873, 1.9099, 2.7931], [-7.2727, 2.0106, 4.2951], [6.8484, 3.9583, -3.2511], [5.5270, 4.1696, -3.3626], [4.6705, 3.6503, -2.4032], [3.3013, 3.8733, -2.5158], [2.8034, 4.6044, -3.5931], [3.6722, 5.1170, -4.5536], [5.0424, 4.9034, -4.4351], [5.0754, 3.0771, -1.5767], [2.6241, 3.4785, -1.7671], [1.7344, 4.7744, -3.6828], [3.2822, 5.6826, -5.3940], [5.7340, 5.3024, -5.1684], [7.6618, 0.0924, -7.4828], [8.4706, 0.3436, -6.4423], [8.1187, 1.3244, -5.5266], [8.9552, 1.5816, -4.4443], [10.1398, 0.8621, -4.2959], [10.4858, -0.1170, -5.2241], [9.6441, -0.3821, -6.3004], [7.1974, 1.8795, -5.6630], [8.6854, 2.3414, -3.7180], [10.7942, 1.0664, -3.4535], [11.4108, -0.6735, -5.1091], [9.8932, -1.1467, -7.0274], [-8.8773, -3.1959, 1.3129], [-9.3191, -4.3491, 1.8397], [-9.5040, -4.4451, 3.2111], [-9.9669, -5.6389, 3.7568], [-10.2293, -6.7267, 2.9258], [-10.0353, -6.6206, 1.5507], [-9.5830, -5.4235, 1.0035], [-9.2866, -3.5910, 3.8426], [-10.1224, -5.7223, 4.8277], [-10.5863, -7.6592, 3.3529], [-10.2363, -7.4700, 0.9055], [-9.4349, -5.3204, -0.0655]],
  "homo_lumo_gap_ev": 7.4,
  "homo_ev": -9.1,
  "total_energy_ev": -81765.520
}

---

(3)
{
  "formula": "C39H27N9O4Rh",
  "method": "the ωB97M-V functional and the def2-TZVPD basis",
  "elements": ["Rh", "C", "C", "N", "C", "C", "N", "C", "C", "C", "C", "C", "N", "C", "C", "N", "C", "C", "N", "C", "C", "C", "N", "C", "C", "H", "H", "H", "H", "H", "H", "H", "H", "H", "H", "H", "H", "O", "C", "O", "C", "C", "C", "C", "C", "N", "H", "H", "H", "H", "O", "C", "N", "C", "C", "O", "N", "C", "C", "C", "C", "C", "C", "C", "C", "C", "C", "C", "C", "H", "H", "H", "H", "H", "H", "H", "H", "H", "H", "H"],
  "positions_angstrom": [[1.0478, 0.4409, -1.6211], [-1.4043, 2.8951, -4.7620], [-0.4646, 2.0481, -4.1902], [-0.2039, 2.0986, -2.8912], [-0.8489, 3.0114, -2.1633], [-1.8023, 3.8325, -2.7464], [-2.0906, 3.7725, -4.0426], [-0.4226, 3.1216, -0.7426], [-0.9930, 3.9857, 0.1758], [-0.4944, 4.0456, 1.4709], [0.5927, 3.2269, 1.7726], [1.1040, 2.3818, 0.8085], [0.6001, 2.3393, -0.4256], [2.2450, 1.4550, 1.0526], [2.9196, 1.3307, 2.2549], [3.9159, 0.4632, 2.4183], [4.2483, -0.2833, 1.3760], [3.5868, -0.1769, 0.1573], [2.5952, 0.6930, 0.0129], [-1.0945, 4.9451, 2.4968], [-0.8715, 4.7451, 3.8534], [-1.4569, 5.6038, 4.7705], [-2.2330, 6.6322, 4.4355], [-2.4413, 6.8190, 3.1340], [-1.9050, 6.0148, 2.1400], [-1.6066, 2.8566, -5.8249], [0.0817, 1.3312, -4.7863], [-2.3491, 4.5618, -2.1641], [-1.8447, 4.5816, -0.1115], [1.0489, 3.2567, 2.7493], [2.6565, 1.9362, 3.1119], [5.0558, -0.9924, 1.5040], [3.8429, -0.7866, -0.6987], [-0.2766, 3.9222, 4.2235], [-1.2940, 5.4524, 5.8312], [-3.0695, 7.6604, 2.8660], [-2.1128, 6.2605, 1.1081], [3.2858, -0.2553, -5.0363], [2.4327, -0.1461, -4.1933], [2.4469, 0.6579, -3.1636], [1.1551, -0.9626, -4.3043], [0.9178, -1.7929, -5.3822], [-0.2854, -2.4792, -5.4339], [-1.2076, -2.3167, -4.4086], [-0.8916, -1.4759, -3.3583], [0.2659, -0.8136, -3.3205], [1.6774, -1.8757, -6.1466], [-0.5041, -3.1363, -6.2652], [-2.1566, -2.8338, -4.4137], [-1.5648, -1.3222, -2.5238], [-1.9440, 0.7824, 0.7767], [-1.2656, -0.2177, 0.7138], [-1.3157, -1.3172, 1.5220], [-0.4376, -2.4053, 1.0911], [0.2952, -1.6689, -0.0337], [1.2748, -2.0443, -0.6707], [-0.2490, -0.4439, -0.2345], [-1.2394, -3.5896, 0.5614], [-2.1735, -4.1761, 1.4127], [-2.9472, -5.2404, 0.9844], [-2.7888, -5.7403, -0.3033], [-1.8494, -5.1735, -1.1475], [-1.0736, -4.1006, -0.7181], [0.5873, -2.7893, 2.1541], [1.1636, -4.0532, 2.1597], [2.1654, -4.3583, 3.0703], [2.6015, -3.4036, 3.9781], [2.0314, -2.1383, 3.9731], [1.0290, -1.8331, 3.0635], [-2.0857, -1.4474, 2.1573], [-2.2860, -3.8128, 2.4286], [-3.6680, -5.6867, 1.6565], [-3.3895, -6.5753, -0.6385], [-1.7056, -5.5720, -2.1437], [-0.3196, -3.6908, -1.3783], [0.8329, -4.8027, 1.4523], [2.6041, -5.3474, 3.0713], [3.3788, -3.6464, 4.6905], [2.3661, -1.3888, 4.6787], [0.5752, -0.8486, 3.0690]],
  "spin_multiplicity": 5,
  "total_charge": 1,
  "e_above_lowest_ev": 0.000,
  "homo_lumo_gap_ev": [7.5, 6.0],
  "homo_ev": [-11.4, -11.6],
  "total_energy_ev": -65485.069
}